(1)
Density functional theory data (wB97M-V/def2-TZVPD) for a molecular structure, C41H37FN3P2STeW.

Cartesian coordinates (Å):
W (1.08520, -0.49966, 1.35687)
Te (-0.06133, 2.26813, -3.01086)
C (-2.12706, 1.84732, -3.22512)
C (-2.70152, 2.04700, -4.47819)
C (-4.05409, 1.80296, -4.64749)
N (-4.86069, 1.37530, -3.67718)
C (-4.29670, 1.18065, -2.48635)
C (-2.95677, 1.40204, -2.20861)
C (0.51290, 1.25138, -1.31034)
P (0.43418, 1.77133, 0.36372)
C (1.45637, 3.24635, 0.66766)
C (2.22999, 3.82491, -0.32911)
C (3.02557, 4.92693, -0.04713)
C (3.06255, 5.44577, 1.23861)
C (2.30423, 4.85895, 2.24423)
C (1.50409, 3.76537, 1.95909)
C (-1.23010, 2.42524, 0.75475)
C (-1.64058, 3.66490, 0.26381)
C (-2.94686, 4.09282, 0.44166)
C (-3.85601, 3.29253, 1.12212)
C (-3.45089, 2.06719, 1.63082)
C (-2.14379, 1.63651, 1.44759)
P (0.71270, -0.48426, -1.15612)
C (2.03868, -1.08566, -2.24633)
C (2.17249, -2.44478, -2.52554)
C (3.26913, -2.90918, -3.23247)
C (4.24420, -2.02002, -3.66755)
C (4.12010, -0.66730, -3.38826)
C (3.02408, -0.20174, -2.67496)
C (-0.75852, -1.36958, -1.77377)
C (-0.98415, -1.55422, -3.13585)
C (-2.17058, -2.11887, -3.57947)
C (-3.13948, -2.51098, -2.66683)
C (-2.91635, -2.34524, -1.30661)
C (-1.73119, -1.77733, -0.86328)
H (-2.10528, 2.37316, -5.32298)
H (-4.51462, 1.95515, -5.61964)
H (-4.95306, 0.82502, -1.69749)
H (-2.57603, 1.21124, -1.21565)
H (2.22036, 3.39716, -1.32424)
H (3.62568, 5.37253, -0.83104)
H (3.69137, 6.29909, 1.46146)
H (2.34841, 5.24433, 3.25513)
H (0.92729, 3.29649, 2.74931)
H (-0.93606, 4.29029, -0.27202)
H (-3.25877, 5.05026, 0.04294)
H (-4.87772, 3.62608, 1.25661)
H (-4.15350, 1.44210, 2.16945)
H (-1.82222, 0.67682, 1.83399)
H (1.42240, -3.14458, -2.17588)
H (3.36989, -3.96871, -3.43272)
H (5.10468, -2.38493, -4.21507)
H (4.88173, 0.02859, -3.71814)
H (2.92670, 0.84979, -2.43190)
H (-0.23194, -1.24298, -3.85147)
H (-2.34497, -2.24040, -4.64145)
H (-4.07108, -2.93799, -3.01690)
H (-3.66829, -2.65309, -0.58990)
H (-1.55637, -1.63870, 0.20027)
C (0.12120, -2.20362, 4.64275)
C (-0.74939, -1.21587, 3.86322)
C (-0.94699, 0.06502, 4.68019)
C (-2.09764, -1.84962, 3.50870)
N (-0.04896, -0.88139, 2.65500)
H (-0.34808, -2.45448, 5.59832)
H (1.09982, -1.75979, 4.82871)
H (0.26537, -3.11820, 4.06537)
H (-1.38402, -0.16487, 5.65577)
H (-1.60803, 0.75894, 4.15752)
H (0.01833, 0.55085, 4.82946)
H (-2.66244, -2.09592, 4.41202)
H (-1.94295, -2.76438, 2.93352)
H (-2.69459, -1.16129, 2.90569)
F (3.27072, -6.42296, 0.55355)
C (2.82126, -5.15417, 0.75326)
C (1.48153, -4.88509, 0.57976)
C (1.04641, -3.57890, 0.78130)
C (1.90686, -2.53147, 1.14115)
C (3.25144, -2.88091, 1.31341)
C (3.71833, -4.17738, 1.12659)
H (0.80143, -5.67782, 0.29392)
H (-0.01210, -3.37764, 0.64675)
H (3.97106, -2.12080, 1.59172)
H (4.76309, -4.42903, 1.26003)
S (3.41609, 0.43659, 0.77029)
C (2.95151, 0.48775, 2.40968)
N (2.97228, 0.67496, 3.57616)

For the HOMO energy (alpha / beta), the calculation gives -0.132 / -0.191 Eh. The spin multiplicity is 3. For the gap between HOMO and LUMO (alpha / beta), the calculation gives 5.7 / 7.4 eV. The total charge is -1. As for the largest force on an atom: 0.0136 hartree/bohr.

These are the Mulliken partial charges, in e, on atoms 1 to 2:
1 W 0.0369
2 Te 0.4696



(2)
Density functional theory data (wB97M-V/def2-TZVPD) for 2 unconnected molecules or ions with the total composition C11H18 at a distorted geometry.

Cartesian coordinates (Å):
C (-2.10624, 0.09392, -0.10483)
C (-1.32540, -0.68468, -1.15239)
C (-3.57226, -0.31582, -0.26158)
C (-1.69092, 1.55879, -0.40234)
C (-1.68445, -0.21089, 1.31367)
C (1.90561, 0.98725, 0.95961)
C (1.45574, -0.24501, 1.37952)
C (1.60089, -1.41616, 0.58160)
C (2.13471, -1.16073, -0.71660)
C (2.59783, 0.10017, -1.15170)
C (2.57632, 1.18872, -0.30316)
H (-1.50564, -1.85292, -1.23816)
H (-1.16541, -0.02836, -2.26741)
H (-0.20165, -0.79408, -0.52300)
H (-4.26806, -0.02247, 0.68560)
H (-3.90413, 0.09488, -1.15920)
H (-3.48837, -1.47737, -0.22912)
H (-2.23993, 2.39427, 0.11074)
H (-1.75169, 1.85304, -1.44692)
H (-0.64359, 1.78184, -0.26382)
H (-0.64821, 0.01955, 1.33200)
H (-2.41442, 0.33691, 1.92656)
H (-1.82342, -1.32167, 1.49370)
H (1.81160, 1.86812, 1.54949)
H (1.17338, -0.29329, 2.39389)
H (1.30476, -2.35330, 0.95760)
H (2.40896, -1.99399, -1.34380)
H (3.03866, 0.28688, -2.17486)
H (2.96608, 2.12857, -0.65419)

For the HOMO energy, the calculation gives -0.332 Eh. The spin multiplicity is 1. For the gap between HOMO and LUMO, the calculation gives 10.0 eV. Its SMILES is CC(C)(C)C.c1ccccc1. As for the largest force on an atom: 0.0938 hartree/bohr.

These are the Mulliken partial charges, in e, on atoms 1 to 2:
1 C 1.6484
2 C -0.8247



(3)
Density functional theory data (wB97M-V/def2-TZVPD) for a molecular structure, C15H15ClN5O2S2V.

Cartesian coordinates (Å):
V (0.24612, 0.40735, 1.05113)
C (-1.87345, -2.98162, 5.15018)
S (-0.20563, -2.31600, 5.00462)
C (-0.29723, -1.36795, 3.54384)
S (1.15573, -0.54056, 3.15929)
N (-1.46287, -1.34487, 2.93385)
N (-1.45309, -0.57017, 1.81876)
C (-2.52778, -0.46097, 1.13422)
C (-2.47653, 0.36390, -0.07851)
C (-3.59389, 0.59604, -0.86657)
C (-3.46144, 1.38539, -1.99797)
C (-2.22042, 1.91391, -2.31491)
C (-1.14959, 1.63430, -1.48000)
N (-1.27360, 0.88530, -0.39078)
H (-1.86892, -3.58897, 6.05409)
H (-2.11858, -3.59840, 4.28992)
H (-2.60197, -2.18116, 5.24538)
H (-3.44219, -0.96064, 1.43845)
H (-4.54525, 0.16324, -0.58946)
H (-4.31875, 1.58374, -2.62726)
H (-2.07547, 2.52728, -3.19218)
H (-0.15339, 2.00825, -1.68268)
O (1.91850, 0.47398, -0.19787)
N (2.44974, -0.64680, -0.52215)
N (1.70770, -1.63475, -0.25445)
O (0.50878, -1.46490, 0.24734)
C (2.14335, -2.96836, -0.54521)
C (3.44589, -3.20608, -0.96404)
C (3.82712, -4.50822, -1.23692)
C (2.92576, -5.55485, -1.08779)
C (1.63371, -5.29612, -0.65917)
C (1.23170, -3.99752, -0.38227)
H (4.13972, -2.38570, -1.06704)
H (4.83994, -4.70616, -1.56173)
H (3.23490, -6.56996, -1.29882)
H (0.92970, -6.10790, -0.53295)
H (0.23530, -3.77143, -0.03497)
Cl (-0.63017, 2.34437, 2.43470)
C (0.85775, 2.35252, 1.40657)
H (1.71462, 2.51544, 2.05306)
H (0.74627, 3.14022, 0.66540)

For the HOMO energy (alpha / beta), the calculation gives -0.282 / -0.293 Eh. The spin multiplicity is 3. For the gap between HOMO and LUMO (alpha / beta), the calculation gives 6.8 / 7.1 eV. As for the largest force on an atom: 0.0098 hartree/bohr.

These are the Mulliken partial charges, in e, on atoms 1 to 2:
1 V 0.2605
2 C -0.8090



(4)
Density functional theory data (wB97M-V/def2-TZVPD) for 5 unconnected molecules or ions with the total composition C17H35Cl8NO at a distorted geometry.

Cartesian coordinates (Å):
C (-3.17836, 1.96512, -0.60488)
C (-1.76327, 2.46630, -1.07264)
C (-1.85193, 4.07275, -0.94930)
C (-1.62363, 4.45330, 0.47171)
C (-0.22327, 3.91962, 0.91304)
C (-0.15789, 2.40980, 0.99038)
N (-0.66024, 1.89457, -0.28503)
O (-0.71471, 0.45366, -0.41293)
C (1.24364, 1.90670, 1.24786)
C (-0.99800, 2.03547, 2.22833)
C (-1.64503, 2.02038, -2.50037)
H (-3.95783, 1.97243, -1.46817)
H (-3.58619, 2.49742, 0.22601)
H (-3.21186, 0.88140, -0.40606)
H (-1.05569, 4.41150, -1.63194)
H (-2.88488, 4.32323, -1.24579)
H (-2.41522, 4.01881, 1.03608)
H (-1.62420, 5.52555, 0.62318)
H (-0.10977, 4.23874, 1.99872)
H (0.60523, 4.30615, 0.30810)
H (1.16715, 0.82078, 1.34895)
H (2.06239, 2.06589, 0.49889)
H (1.67030, 2.33825, 2.16883)
H (-1.09512, 1.02992, 2.56657)
H (-0.64039, 2.62655, 3.07566)
H (-2.04372, 2.37345, 2.08167)
H (-2.39146, 2.62834, -3.04597)
H (-1.88594, 0.97095, -2.68580)
H (-0.64963, 2.26869, -2.86487)
H (-1.26585, 0.16530, 0.33615)
Cl (5.63320, 1.72795, 2.41992)
C (5.13168, 0.07298, 2.58752)
C (3.87475, -0.09360, 3.34143)
Cl (4.18484, 0.03349, 5.14925)
H (5.88995, -0.47788, 3.04941)
H (4.90641, -0.30604, 1.59441)
H (3.61385, -1.07815, 3.10813)
H (3.08571, 0.63198, 3.02543)
Cl (-3.18655, -2.06067, -0.17784)
C (-2.73506, -1.81050, -1.85137)
C (-3.94721, -1.57363, -2.70624)
Cl (-3.26071, -1.16384, -4.29588)
H (-2.16574, -2.67112, -2.14428)
H (-2.01179, -0.96507, -1.79783)
H (-4.50154, -0.66565, -2.28422)
H (-4.47670, -2.52143, -2.85603)
Cl (0.99247, -3.97061, -2.77283)
C (1.31108, -5.73261, -2.60899)
C (2.17808, -5.90252, -1.39241)
Cl (1.36214, -5.72906, 0.14345)
H (1.78515, -6.05386, -3.54489)
H (0.33040, -6.24362, -2.41602)
H (3.02295, -5.25773, -1.34730)
H (2.56129, -6.95417, -1.42090)
Cl (0.51405, -2.11122, 2.75976)
C (0.62548, -2.38423, 0.90743)
C (2.09418, -2.12588, 0.39220)
Cl (3.47125, -3.10718, 1.09293)
H (-0.08983, -1.72838, 0.47831)
H (0.32778, -3.45211, 0.89894)
H (2.32083, -1.01968, 0.41484)
H (2.04297, -2.36697, -0.69272)

For the HOMO energy, the calculation gives -0.315 Eh. The spin multiplicity is 1. For the gap between HOMO and LUMO, the calculation gives 9.0 eV. Its SMILES is CC1(C)CCCC(C)(C)N1O.ClCCCl.ClCCCl.ClCCCl.ClCCCl. As for the largest force on an atom: 0.0678 hartree/bohr.

These are the Mulliken partial charges, in e, on atoms 1 to 2:
1 C -1.3747
2 C 1.5814



(5)
Density functional theory data (wB97M-V/def2-TZVPD) for C4H6S in the gas phase at a distorted geometry.

Cartesian coordinates (Å):
C (1.24022, 1.02780, 0.05082)
C (-0.03157, -1.25391, 0.26194)
C (-1.24080, -0.55815, -0.18904)
C (-2.19491, 0.20473, -0.48733)
H (1.30497, 0.83847, 1.12557)
H (2.15782, 1.58100, -0.31676)
H (0.29753, 1.46661, -0.24518)
H (0.22195, -0.98934, 1.28522)
H (-0.14171, -2.34124, 0.05238)
H (-3.04070, 0.68874, -0.90611)
S (1.42720, -0.66470, -0.63151)

For the HOMO energy, the calculation gives -0.324 Eh. The spin multiplicity is 1. For the gap between HOMO and LUMO, the calculation gives 9.8 eV. Its SMILES is C#CCSC. As for the largest force on an atom: 0.1062 hartree/bohr.

These are the Mulliken partial charges, in e, on atoms 1 to 2:
1 C -0.7700
2 C -0.5789



(6)
Density functional theory data (wB97M-V/def2-TZVPD) for C7H15N5 in the gas phase at a distorted geometry.

Cartesian coordinates (Å):
C (-2.58583, 1.61993, -0.36039)
C (-0.85347, 0.46080, -0.01694)
C (1.98042, 0.59440, -1.65042)
C (2.41742, 0.24627, 0.88049)
C (-1.15228, 0.18902, 2.49887)
C (0.19048, -0.61746, -0.22258)
C (1.75660, -0.24228, -0.42341)
N (-1.46496, 1.10646, -0.97064)
N (-2.74421, 1.23740, 0.86288)
N (-1.63557, 0.49990, 1.16089)
N (-1.32962, -2.18088, -1.30316)
N (-0.12507, -1.42854, -1.42510)
H (-3.27413, 2.16818, -0.91769)
H (1.27326, 1.36979, -1.69431)
H (3.01207, 0.94911, -1.79852)
H (1.78211, 0.04653, -2.60241)
H (1.81734, 0.99616, 1.20215)
H (3.44489, 0.52915, 0.66683)
H (2.25749, -0.62088, 1.49465)
H (-0.48555, 1.02457, 2.80342)
H (-2.03261, 0.37178, 3.16851)
H (-0.78411, -0.87380, 2.52530)
H (0.07884, -1.15122, 0.72087)
H (2.25697, -1.28189, -0.51868)
H (-1.41322, -2.36658, -0.27855)
H (-2.21912, -1.68585, -1.48893)
H (-0.16815, -0.96009, -2.31313)

For the HOMO energy, the calculation gives -0.304 Eh. The spin multiplicity is 1. For the gap between HOMO and LUMO, the calculation gives 9.0 eV. Its SMILES is CC(C)[C@H](NN)c1ncnn1C. As for the largest force on an atom: 0.0673 hartree/bohr.

These are the Mulliken partial charges, in e, on atoms 1 to 2:
1 C -0.1897
2 C 0.2112



- Which of these has the highest largest force on an atom?
  C4H6S



- spin multiplicity of number 2 (C11H18)?
  1



- The highest largest force on an atom belongs to which entry?
  C4H6S